Density functional theory data (ωB97M-V with the def2-TZVPD basis set) for C6H10N2O as an isolated structure at a distorted geometry.

Output
gap between HOMO and LUMO: 9.01 eV
2S+1: 1
relative energy (zero: lowest compared OMol25 entry of this formula, charge and spin): 348.38 kJ/mol
LUMO energy: 0.91 eV
HOMO energy: -0.297 hartree

Geometry (Å):
C  -0.40  0.63  -0.32
C  -0.39  0.81  -1.82
C  2.02  0.06  0.06
C  0.18  -0.53  0.20
N  2.68  -0.21  1.21
C  -2.17  0.26  0.24
C  0.01  -1.77  0.59
N  -2.58  0.85  1.26
O  2.58  0.45  -0.94
H  -0.20  1.53  0.26
H  2.19  -0.50  2.04
H  3.68  -0.04  1.27
H  -3.59  0.82  1.43
H  -2.78  -0.35  -0.45
H  -0.66  -0.12  -2.33
H  -1.08  1.60  -2.11
H  0.61  1.11  -2.13
H  0.85  -2.40  0.85
H  -0.98  -2.20  0.70

Here are the natural (NBO) charges for atoms 1 to 6, given in e: atom 1 (C): -0.28, atom 2 (C): -0.62, atom 3 (C): 0.67, atom 4 (C): 0.02, atom 5 (N): -0.84, atom 6 (C): 0.14